Record 1
{
  "formula": "C72H162N6O12",
  "method": "wB97M-V/def2-TZVPD",
  "elements": ["C", "C", "C", "C", "C", "C", "N", "O", "C", "C", "C", "H", "H", "H", "H", "H", "H", "H", "H", "H", "H", "H", "H", "H", "H", "H", "H", "H", "H", "H", "C", "C", "C", "C", "C", "C", "N", "O", "C", "C", "C", "H", "H", "H", "H", "H", "H", "H", "H", "H", "H", "H", "H", "H", "H", "H", "H", "H", "H", "H", "C", "C", "C", "C", "C", "C", "N", "O", "C", "C", "C", "H", "H", "H", "H", "H", "H", "H", "H", "H", "H", "H", "H", "H", "H", "H", "H", "H", "H", "H", "C", "C", "C", "C", "C", "C", "N", "O", "C", "C", "C", "H", "H", "H", "H", "H", "H", "H", "H", "H", "H", "H", "H", "H", "H", "H", "H", "H", "H", "H", "C", "C", "C", "C", "C", "C", "N", "O", "C", "C", "C", "H", "H", "H", "H", "H", "H", "H", "H", "H", "H", "H", "H", "H", "H", "H", "H", "H", "H", "H", "C", "C", "C", "C", "C", "C", "N", "O", "C", "C", "C", "H", "H", "H", "H", "H", "H", "H", "H", "H", "H", "H", "H", "H", "H", "H", "H", "H", "H", "H", "C", "C", "C", "O", "H", "H", "H", "H", "H", "H", "H", "H", "C", "C", "C", "O", "H", "H", "H", "H", "H", "H", "H", "H", "C", "C", "C", "O", "H", "H", "H", "H", "H", "H", "H", "H", "C", "C", "C", "O", "H", "H", "H", "H", "H", "H", "H", "H", "C", "C", "C", "O", "H", "H", "H", "H", "H", "H", "H", "H", "C", "C", "C", "O", "H", "H", "H", "H", "H", "H", "H", "H"],
  "coordinates": [[-4.557, -1.310, 6.591], [-4.480, -1.737, 5.172], [-3.520, -0.878, 4.432], [-2.012, -1.248, 4.650], [-1.714, -2.671, 4.371], [-2.623, -3.591, 5.192], [-4.054, -3.186, 5.038], [-5.015, -4.039, 5.534], [-2.493, -4.994, 4.465], [-2.183, -3.825, 6.677], [-5.890, -1.614, 4.435], [-5.264, -1.946, 7.124], [-5.079, -0.357, 6.672], [-3.650, -1.101, 7.158], [-3.801, -0.807, 3.382], [-3.647, 0.163, 4.732], [-1.666, -0.933, 5.634], [-1.337, -0.694, 3.997], [-0.666, -2.702, 4.668], [-1.911, -2.942, 3.334], [-1.454, -5.324, 4.468], [-3.029, -5.759, 5.027], [-2.839, -4.999, 3.432], [-1.252, -4.375, 6.811], [-1.918, -2.811, 6.977], [-2.982, -4.254, 7.280], [-5.697, -2.040, 3.450], [-6.212, -0.578, 4.336], [-6.678, -2.194, 4.916], [-4.888, -3.874, 6.472], [8.788, 3.340, -1.359], [7.398, 2.772, -0.937], [7.510, 1.355, -0.253], [6.258, 0.927, 0.602], [5.847, 2.056, 1.548], [5.751, 3.448, 0.921], [6.907, 3.757, 0.040], [6.895, 5.118, -0.424], [4.363, 3.643, 0.257], [5.827, 4.462, 2.181], [6.465, 2.625, -2.212], [9.376, 2.602, -1.905], [9.368, 3.675, -0.500], [8.695, 4.220, -1.996], [7.761, 0.601, -0.999], [8.297, 1.378, 0.500], [6.519, 0.068, 1.221], [5.444, 0.541, -0.012], [6.352, 2.036, 2.514], [4.840, 1.790, 1.867], [4.249, 2.907, -0.538], [3.480, 3.643, 0.897], [4.404, 4.622, -0.221], [5.567, 5.461, 1.832], [5.126, 4.226, 2.982], [6.789, 4.587, 2.679], [6.297, 3.604, -2.662], [5.456, 2.309, -1.947], [6.850, 1.953, -2.979], [7.647, 5.567, -0.032], [-5.383, 3.283, 1.874], [-4.688, 2.586, 0.715], [-5.783, 2.144, -0.286], [-6.162, 3.163, -1.439], [-4.900, 3.657, -2.118], [-3.890, 4.269, -1.156], [-3.632, 3.371, -0.037], [-2.636, 3.710, 0.838], [-2.612, 4.548, -1.924], [-4.461, 5.643, -0.620], [-3.961, 1.260, 1.096], [-6.134, 4.020, 1.588], [-4.657, 3.752, 2.538], [-5.928, 2.617, 2.543], [-5.502, 1.188, -0.728], [-6.748, 1.996, 0.200], [-6.674, 4.020, -1.002], [-6.856, 2.673, -2.122], [-5.126, 4.380, -2.902], [-4.363, 2.827, -2.578], [-2.685, 5.465, -2.509], [-1.681, 4.652, -1.367], [-2.455, 3.806, -2.707], [-5.056, 5.443, 0.271], [-3.632, 6.233, -0.228], [-4.974, 6.259, -1.359], [-4.735, 0.619, 1.517], [-3.169, 1.423, 1.827], [-3.458, 0.802, 0.244], [-2.046, 2.982, 0.633], [0.868, 2.583, 3.439], [-0.095, 3.292, 4.457], [-1.502, 2.843, 3.961], [-2.634, 3.074, 4.951], [-2.285, 2.360, 6.243], [-0.964, 2.802, 6.834], [0.095, 2.753, 5.825], [1.383, 2.911, 6.340], [-1.087, 4.270, 7.465], [-0.701, 1.782, 7.926], [-0.031, 4.819, 4.348], [0.912, 1.509, 3.623], [1.873, 2.965, 3.614], [0.604, 2.924, 2.438], [-1.744, 3.348, 3.026], [-1.475, 1.766, 3.796], [-3.597, 2.717, 4.587], [-2.742, 4.149, 5.095], [-2.232, 1.278, 6.120], [-3.055, 2.527, 6.996], [-1.920, 4.288, 8.167], [-0.132, 4.546, 7.912], [-1.334, 4.967, 6.664], [-0.548, 0.773, 7.544], [0.175, 2.013, 8.532], [-1.448, 1.863, 8.716], [0.623, 5.278, 5.089], [-1.006, 5.275, 4.526], [0.334, 5.142, 3.373], [1.777, 2.049, 6.188], [-0.509, 0.240, 1.062], [0.581, 0.278, -0.034], [1.123, -1.179, -0.269], [0.232, -2.150, -1.077], [0.036, -1.407, -2.459], [-0.629, -0.006, -2.297], [0.138, 0.802, -1.308], [-0.254, 2.120, -1.143], [-0.471, 0.747, -3.606], [-2.132, -0.105, -2.045], [1.787, 1.099, 0.401], [-0.981, 1.217, 1.167], [-0.074, -0.133, 1.989], [-1.336, -0.421, 0.800], [2.166, -1.185, -0.585], [1.134, -1.622, 0.727], [-0.758, -2.366, -0.675], [0.782, -3.066, -1.295], [-0.643, -2.026, -3.045], [0.975, -1.332, -3.008], [-0.723, 0.190, -4.508], [-1.096, 1.639, -3.650], [0.555, 1.004, -3.868], [-2.530, -0.714, -2.857], [-2.418, -0.494, -1.068], [-2.678, 0.838, -2.050], [2.305, 0.707, 1.276], [1.562, 2.132, 0.665], [2.559, 1.076, -0.368], [0.374, 2.559, -1.721], [3.399, -5.885, 2.212], [2.753, -4.610, 1.614], [2.701, -3.500, 2.685], [3.981, -2.688, 2.904], [4.489, -2.289, 1.522], [4.652, -3.441, 0.494], [3.410, -4.236, 0.377], [3.515, -5.193, -0.585], [4.815, -2.720, -0.904], [5.964, -4.150, 0.850], [1.262, -4.995, 1.243], [2.687, -6.508, 2.754], [4.169, -5.645, 2.945], [3.798, -6.501, 1.406], [1.884, -2.821, 2.439], [2.530, -3.977, 3.650], [4.835, -3.139, 3.409], [3.732, -1.890, 3.603], [5.477, -1.848, 1.652], [3.792, -1.550, 1.126], [3.987, -2.195, -1.379], [5.621, -1.989, -0.834], [5.158, -3.394, -1.689], [6.746, -3.449, 1.142], [5.839, -4.845, 1.680], [6.389, -4.690, 0.003], [0.693, -4.188, 0.781], [0.694, -5.429, 2.065], [1.151, -5.729, 0.444], [2.798, -4.904, -1.154], [0.077, -4.959, -7.475], [-0.565, -3.843, -6.653], [-2.080, -3.792, -6.752], [-0.331, -3.928, -5.263], [1.111, -5.053, -7.143], [0.074, -4.793, -8.553], [-0.375, -5.907, -7.184], [-0.138, -2.883, -6.943], [-2.483, -4.782, -6.541], [-2.457, -3.417, -7.704], [-2.532, -3.041, -6.104], [0.612, -4.084, -5.168], [2.108, -0.764, -5.932], [3.596, -0.771, -5.616], [3.824, -0.680, -4.130], [4.151, -1.989, -5.970], [1.914, -1.134, -6.939], [1.649, 0.225, -5.913], [1.564, -1.450, -5.282], [4.193, -0.007, -6.114], [3.281, 0.069, -3.553], [4.881, -0.582, -3.882], [3.551, -1.622, -3.655], [4.272, -1.999, -6.922], [-3.824, -5.369, -3.269], [-2.429, -5.157, -2.666], [-2.089, -5.822, -1.326], [-1.574, -5.677, -3.655], [-4.008, -4.770, -4.161], [-4.554, -5.132, -2.495], [-3.967, -6.443, -3.386], [-2.253, -4.092, -2.517], [-1.089, -5.595, -0.958], [-2.126, -6.911, -1.368], [-2.755, -5.576, -0.499], [-1.418, -4.982, -4.299], [-5.489, -2.113, -1.406], [-5.229, -2.986, -0.198], [-3.772, -2.816, 0.372], [-6.026, -2.609, 0.893], [-6.467, -2.162, -1.884], [-4.681, -2.209, -2.130], [-5.314, -1.095, -1.059], [-5.436, -4.008, -0.515], [-3.624, -1.766, 0.623], [-2.966, -3.076, -0.315], [-3.603, -3.448, 1.244], [-5.992, -3.326, 1.531], [-0.822, 2.038, -6.853], [-1.336, 1.934, -8.251], [-1.361, 0.529, -8.753], [-2.694, 2.491, -8.323], [-1.164, 2.968, -6.401], [0.263, 1.953, -6.789], [-1.293, 1.240, -6.280], [-0.818, 2.575, -8.965], [-0.347, 0.136, -8.682], [-1.801, 0.406, -9.743], [-1.972, -0.108, -8.114], [-2.685, 3.449, -8.259], [1.948, 5.002, -4.458], [2.025, 3.783, -3.582], [3.456, 3.424, -3.182], [1.239, 4.094, -2.451], [2.429, 4.846, -5.424], [2.557, 5.801, -4.037], [0.947, 5.392, -4.643], [1.598, 2.960, -4.155], [3.781, 4.074, -2.369], [4.117, 3.515, -4.044], [3.328, 2.408, -2.810], [1.251, 5.042, -2.300]],
  "lumo_energy_ev": 0.30,
  "smiles": "CC1(C)CCCC(C)(C)N1O.CC1(C)CCCC(C)(C)N1O.CC1(C)CCCC(C)(C)N1O.CC1(C)CCCC(C)(C)N1O.CC1(C)CCCC(C)(C)N1O.CC1(C)CCCC(C)(C)N1O.CC(C)O.CC(C)O.CC(C)O.CC(C)O.CC(C)O.CC(C)O",
  "gap_ha": 0.2972,
  "relative_energy_ev": 2.938,
  "charge": 0
}



Record 2
{
  "formula": "C16H22BNO9",
  "method": "wB97M-V/def2-TZVPD",
  "elements": ["C", "N", "C", "B", "O", "C", "C", "C", "O", "C", "C", "C", "O", "H", "H", "H", "H", "H", "H", "H", "H", "H", "H", "C", "C", "C", "O", "C", "O", "O", "H", "H", "H", "H", "H", "H", "C", "C", "C", "O", "C", "O", "O", "H", "H", "H", "H", "H", "H"],
  "coordinates": [[3.180, -1.548, 0.253], [2.279, -0.515, -0.349], [3.093, 0.533, -1.032], [1.293, -1.138, -1.309], [1.693, -2.023, -2.372], [-0.274, -0.695, -1.060], [-0.584, 0.641, -1.439], [-2.058, 1.154, -1.184], [-2.336, 2.344, -1.443], [-3.172, 0.221, -0.573], [-2.858, -1.107, -0.199], [-1.371, -1.642, -0.443], [-1.077, -2.806, -0.107], [3.186, -2.530, -0.329], [4.244, -1.109, 0.229], [2.948, -1.709, 1.367], [3.858, 0.063, -1.731], [2.448, 1.280, -1.594], [3.648, 1.106, -0.220], [1.307, -1.691, -3.215], [0.204, 1.315, -1.908], [-4.225, 0.630, -0.399], [-3.625, -1.818, 0.257], [-5.059, 3.633, -2.330], [-5.816, 2.529, -3.034], [-7.099, 2.982, -3.667], [-7.877, 1.788, -3.661], [-7.443, 1.051, -2.601], [-8.008, 0.092, -2.166], [-6.280, 1.554, -2.098], [-4.273, 3.215, -1.698], [-4.608, 4.320, -3.050], [-5.719, 4.206, -1.672], [-5.164, 2.022, -3.752], [-6.960, 3.353, -4.684], [-7.630, 3.739, -3.081], [4.872, -2.901, 5.487], [5.759, -2.108, 4.551], [5.413, -0.649, 4.482], [5.869, -0.294, 3.180], [5.784, -1.421, 2.421], [5.881, -1.445, 1.230], [5.568, -2.519, 3.197], [5.007, -3.973, 5.327], [5.096, -2.667, 6.530], [3.816, -2.687, 5.303], [6.812, -2.265, 4.805], [5.918, -0.058, 5.247], [4.337, -0.454, 4.533]],
  "lumo_energy_ev": -1.39,
  "smiles": "CN(C)B(O)C1=CC(=O)C=CC1=O.C[C@@H]1COC(=O)O1.C[C@@H]1COC(=O)O1",
  "gap_ha": 0.2666,
  "charge": 0
}



Record 3
{
  "formula": "C4H9N3O",
  "method": "wB97M-V/def2-TZVPD",
  "elements": ["C", "C", "C", "C", "N", "O", "N", "N", "H", "H", "H", "H", "H", "H", "H", "H", "H"],
  "coordinates": [[1.525, -0.457, -0.491], [0.449, 1.323, 1.314], [0.405, -1.355, -0.397], [0.126, 0.819, -0.081], [-1.930, -0.925, -0.305], [0.299, -2.664, -0.550], [-0.590, -0.575, -0.054], [-0.389, 1.567, -1.022], [-0.643, -2.902, -0.453], [-2.200, -0.415, -1.148], [-2.486, -0.536, 0.452], [-0.344, 2.553, -0.787], [2.425, -0.743, 0.052], [1.739, -0.089, -1.487], [-0.418, 1.837, 1.736], [0.766, 0.521, 1.982], [1.266, 2.042, 1.240]],
  "lumo_energy_ev": 0.60,
  "gap_ha": 0.2931,
  "relative_energy_ev": 4.202,
  "charge": 0
}



| no. | energy (eV) |
| --- | --- |
| 1 | -110792.2191 |
| 2 | -37541.3671 |
| 3 | -10808.2601 |